No. 1
{
  "formula": "C3H5FOS",
  "method": "wB97M-V/def2-TZVPD",
  "energy_ev": -18788.2721,
  "orbital_gap_ev": 9.8,
  "e_lumo_ev": 0.44,
  "fmax_ev_per_a": 6.7,
  "e_above_lowest_kcal_mol": 83.7,
  "species": ["C", "C", "C", "O", "F", "S", "H", "H", "H", "H", "H"],
  "coordinates": [[1.235456, -0.056275, -1.450426], [1.099290, -0.172037, -0.166927], [-1.174388, 0.378269, 1.231784], [-1.286656, -1.386416, -0.808165], [1.928377, 0.257177, 0.812571], [-0.203297, -1.073480, 0.657553], [0.453993, -0.458190, -2.028492], [1.968234, 0.435435, -2.019196], [-1.367287, 0.996582, 0.310233], [-0.486934, 0.930029, 2.021726], [-2.166789, 0.148908, 1.439335]],
  "forces_ev_per_a": [[-0.347, 0.052, -0.210], [0.161, -0.278, 1.644], [3.430, 2.100, -0.634], [3.170, 0.458, 4.264], [0.306, 0.290, -0.417], [-4.520, -0.068, -4.975], [-1.052, -0.672, -0.429], [1.236, 0.661, -0.004], [0.974, -0.432, 0.761], [-1.970, -0.989, -1.421], [-1.386, -1.123, 1.422]]
}


No. 2
{
  "formula": "C3H7O",
  "method": "wB97M-V/def2-TZVPD",
  "energy_ev": -5269.9907,
  "orbital_gap_ev": 5.9,
  "e_lumo_ev": 4.86,
  "fmax_ev_per_a": 2.9,
  "e_above_lowest_kcal_mol": 39.2,
  "total_charge": -1,
  "species": ["O", "H", "C", "C", "C", "H", "H", "H", "H", "H", "H"],
  "coordinates": [[-2.102320, 0.990549, 0.608394], [-1.672902, 0.368880, -0.098547], [1.066573, -1.252518, 0.607881], [0.783220, -0.033486, 0.000091], [0.642148, 0.089439, -1.382087], [1.188843, -1.153440, 1.689251], [-1.384250, 0.884577, 1.217889], [1.494033, -2.140987, 0.169068], [0.908206, 1.011537, 0.548943], [0.343621, 1.069905, -1.780594], [0.989361, -0.785473, -1.968463]],
  "forces_ev_per_a": [[0.587, -1.731, -2.204], [-1.130, 1.551, 1.107], [0.086, 1.369, 2.357], [1.272, 0.644, -0.971], [-0.166, 0.620, 0.192], [0.256, -0.456, -0.010], [0.591, 0.181, 0.987], [-0.330, -0.011, -0.503], [-0.948, -2.341, -0.514], [0.485, -0.619, -0.342], [-0.703, 0.792, -0.099]]
}


No. 3
{
  "formula": "C5H8ClF",
  "method": "wB97M-V/def2-TZVPD",
  "energy_ev": -20550.9416,
  "orbital_gap_ev": [8.9, 7.2],
  "e_lumo_ev": [0.19, -0.48],
  "fmax_ev_per_a": 3.6,
  "e_above_lowest_kcal_mol": 92.2,
  "species": ["C", "C", "C", "C", "C", "F", "Cl", "H", "H", "H", "H", "H", "H", "H", "H"],
  "coordinates": [[0.627310, 0.426065, -1.057867], [-0.491174, 0.052792, -0.229205], [2.086747, 0.460573, -0.208024], [-0.720479, -1.411736, -0.083368], [-1.080502, 0.991656, 0.768422], [1.918760, 1.339966, 0.808360], [2.435740, -1.124241, 0.429038], [0.859254, -0.303983, -1.829606], [0.539964, 1.355871, -1.480784], [-1.566644, -1.566303, 0.637653], [0.154332, -2.029666, 0.246529], [-1.100407, -1.958474, -0.938719], [-1.416900, 1.983035, 0.208094], [-0.310372, 1.163412, 1.494437], [-1.935625, 0.621034, 1.235034]],
  "forces_ev_per_a": [[1.708, -1.608, 0.352], [0.540, -1.218, 0.247], [-2.740, 0.083, -0.080], [-1.386, -0.802, 1.504], [0.286, 2.048, -2.987], [0.593, -0.057, 0.035], [0.663, -0.082, 0.207], [-0.228, -0.053, -0.083], [-0.055, 2.437, -0.955], [0.901, 0.001, -0.208], [-0.504, 0.759, -0.012], [0.181, 0.324, -0.834], [0.998, -1.702, 1.379], [0.386, 0.685, 0.660], [-1.343, -0.818, 0.774]]
}


No. 4
{
  "formula": "C5H11NO",
  "method": "wB97M-V/def2-TZVPD",
  "energy_ev": -8898.2835,
  "orbital_gap_ev": 10.4,
  "e_lumo_ev": 0.91,
  "fmax_ev_per_a": 3.1,
  "smiles": "C[C@H]1N[C@H]1O.C=C",
  "e_above_lowest_kcal_mol": 78.7,
  "species": ["C", "C", "N", "C", "O", "H", "H", "H", "H", "H", "H", "H", "C", "C", "H", "H", "H", "H"],
  "coordinates": [[1.222799, 0.514845, 1.301046], [0.294101, -0.558185, 0.793345], [-0.460923, -1.282156, 1.753233], [-1.176865, -0.279571, 0.757082], [-1.674454, 0.871624, 1.323565], [0.783249, 1.009944, 2.162836], [2.174765, 0.073839, 1.591353], [1.388216, 1.256259, 0.521273], [0.619235, -1.004742, -0.183124], [-0.670330, -2.239954, 1.490085], [-1.875910, -0.814114, 0.110353], [-2.211321, 0.649989, 2.094271], [-0.225405, -0.079843, -2.088307], [0.757693, 0.686238, -2.515973], [-1.031874, 0.298004, -1.385522], [-0.342890, -1.107968, -2.399045], [1.566421, 0.292253, -3.118489], [0.863494, 1.713538, -2.207981]],
  "forces_ev_per_a": [[-0.174, -0.183, -0.020], [-0.011, 0.720, -2.335], [-1.395, 0.637, -0.067], [0.768, -1.916, 2.332], [-0.012, 0.176, 0.121], [0.007, 0.006, 0.040], [0.077, 0.021, 0.011], [0.097, 0.028, -0.040], [0.037, -0.103, 1.361], [0.060, 0.107, -0.196], [0.459, 0.218, -0.122], [0.051, -0.046, -0.120], [-1.602, 0.738, 0.541], [0.438, -0.102, 0.064], [1.256, -0.306, -1.415], [0.136, -0.166, -0.030], [-0.096, -0.022, -0.184], [-0.096, 0.194, 0.059]]
}